Record 1
A molecular structure, C13H20MoNOS9Sb at a distorted geometry, computed with wB97M-V/def2-TZVPD.

Geometry as XYZ:
```
46
Properties=species:S:1:pos:R:3
Sb -0.354 -3.512 -3.550
Mo -1.143 -1.284 -1.035
S 0.571 1.626 1.544
S 1.314 -1.646 -0.994
S -1.557 -4.820 -4.947
S -1.128 -1.183 -3.390
S 1.920 -3.508 -3.815
S -3.504 -1.151 -0.441
S -1.118 -3.679 -1.237
S -0.804 -1.690 1.475
S 1.563 1.776 -1.727
O -1.448 0.790 -1.031
N -2.523 1.321 -0.490
C 1.837 -2.145 0.679
C -2.552 2.664 -0.366
C -3.572 0.538 -0.116
C 2.310 1.703 1.021
C -0.483 -0.584 2.907
C -3.620 3.303 0.205
C 0.693 -2.716 1.491
C -4.665 1.177 0.490
C 2.463 2.458 -0.299
C -4.696 2.541 0.656
C 0.685 0.403 2.883
C 2.670 0.479 -2.329
C 2.836 -0.743 -1.442
H -5.484 0.548 0.806
H -5.547 3.018 1.128
H 2.660 0.683 0.914
H 3.652 0.921 -2.508
H 2.069 3.470 -0.190
H 2.271 -1.277 1.171
H 3.371 -0.491 -0.529
H 0.706 0.941 3.833
H 2.247 0.184 -3.291
H 3.522 2.542 -0.555
H -1.672 3.157 -0.752
H -1.430 -0.059 3.046
H 1.631 -0.126 2.784
H -3.606 4.381 0.291
H 3.400 -1.503 -1.988
H -0.352 -1.265 3.750
H 0.994 -2.874 2.530
H 2.899 2.191 1.801
H 2.615 -2.901 0.553
H 0.362 -3.659 1.062
```

Values from the calculation:
Orbital gap (alpha / beta) in eV: 5.601 / 5.372
Net charge: -1
Spin multiplicity: 2
E_HOMO (alpha / beta) in eV: -3.8 / -3.5
Energy relative to the best compared isomer or geometry (same formula, charge and spin) in kJ/mol: 46.22
E_LUMO (alpha / beta) in eV: 1.851 / 1.852
F_max in eV/Å: 1.1

=====

Record 2
A molecular structure, C13H20MoNOS9Sb at a distorted geometry, computed with wB97M-V/def2-TZVPD.

Geometry as XYZ:
```
46
Properties=species:S:1:pos:R:3
Sb -0.925 3.096 5.231
Mo -0.898 0.095 0.874
S -3.025 0.676 1.856
S -0.410 2.438 1.414
S 0.606 -0.566 -1.046
S 0.806 4.355 4.386
S -2.096 1.134 -1.074
S -1.400 -2.348 0.951
S 1.239 -0.267 2.109
S -0.092 1.746 6.840
S -1.637 0.110 3.221
O -1.871 -1.672 -1.959
N -1.395 -2.859 -1.735
C 2.474 -0.804 0.889
C -0.396 -5.419 -1.417
C -1.174 -3.661 -2.809
C 1.808 1.409 2.549
C 0.416 0.746 -2.283
C 2.296 -0.192 -0.488
C -0.649 3.378 -0.117
C 1.386 2.529 1.614
C -1.056 0.989 -2.560
C -0.686 -4.933 -2.692
C -1.964 2.924 -0.730
C -0.602 -4.596 -0.339
C -1.104 -3.287 -0.467
H 0.924 0.444 -3.201
H -2.781 3.116 -0.034
H 2.354 -1.888 0.841
H 0.905 1.637 -1.890
H 1.388 1.596 3.541
H 2.442 0.887 -0.462
H 1.862 2.470 0.634
H 0.191 3.217 -0.794
H -2.175 3.453 -1.660
H -0.541 -5.528 -3.583
H 2.892 1.373 2.662
H -1.475 0.143 -3.098
H -0.699 4.440 0.128
H -0.011 -6.421 -1.277
H -0.383 -4.925 0.668
H -1.191 1.897 -3.150
H 1.616 3.479 2.104
H 3.007 -0.628 -1.193
H 3.464 -0.593 1.293
H -1.438 -3.192 -3.744
```

Values from the calculation:
Orbital gap (alpha / beta) in eV: 5.469 / 5.189
Net charge: -1
Spin multiplicity: 2
E_HOMO (alpha / beta) in eV: -3.7 / -3.5
Energy relative to the best compared isomer or geometry (same formula, charge and spin) in kJ/mol: 48.44
E_LUMO (alpha / beta) in eV: 1.727 / 1.685
F_max in eV/Å: 1.2

=====

Record 3
A single C13H20N2 molecule at a distorted geometry, computed with wB97M-V/def2-TZVPD.

Geometry as XYZ:
```
35
Properties=species:S:1:pos:R:3
N 1.163 -1.991 3.819
N 1.795 -2.424 1.637
C -0.402 -0.251 4.563
C 0.342 -0.623 2.089
C 0.346 -1.011 3.425
C -0.090 -0.071 -2.281
C 0.222 0.516 -0.929
C -0.035 0.920 -3.459
C 0.931 -1.334 -2.503
C 1.885 -2.654 2.942
C -0.899 0.538 0.086
C -2.022 -0.468 -0.073
C 1.469 1.257 -0.686
C 1.068 -1.452 1.184
C -0.464 0.529 1.632
H -1.296 1.593 0.184
H -1.394 0.714 2.349
H -1.702 -1.508 -0.150
H 0.905 1.247 -3.730
H 1.523 2.199 -1.307
H -1.045 -0.629 -2.252
H -2.796 -0.221 -0.754
H 0.465 -2.010 -3.194
H -0.656 0.547 -4.211
H -0.374 -0.796 5.471
H 2.453 0.705 -0.997
H -1.575 -0.219 4.160
H 1.520 1.670 0.332
H -0.423 1.866 -2.984
H -0.037 0.796 4.622
H 1.928 -1.024 -2.816
H -2.576 -0.545 0.941
H 2.614 -3.394 3.162
H 0.053 1.524 1.666
H 1.023 -1.800 -1.497
```

Values from the calculation:
Orbital gap (alpha / beta) in eV: 8.996 / 6.625
Net charge: 0
Spin multiplicity: 1
E_HOMO (alpha / beta) in eV: -8.4 / -7.0
Energy relative to the best compared isomer or geometry (same formula, charge and spin) in kJ/mol: 539.17
E_LUMO (alpha / beta) in eV: 0.645 / -0.348
F_max in eV/Å: 4.5

=====

Record 4
A single C13H20N4O2S molecule, computed with wB97M-V/def2-TZVPD.

Geometry as XYZ:
```
40
Properties=species:S:1:pos:R:3
S 1.336 -3.011 -0.199
O -1.604 1.326 0.116
O -2.271 -2.758 0.407
N 3.370 -1.458 -0.662
N 1.629 -0.472 0.566
N -1.053 -0.830 0.490
N -3.208 -0.267 -0.155
C -4.298 0.609 -0.532
C 5.391 -0.351 -1.282
C 2.194 -1.487 -0.066
C 1.563 1.807 1.279
C 4.369 2.061 0.199
C 2.295 0.681 0.628
C -5.425 0.497 0.493
C 3.579 0.794 0.090
C -1.230 -2.164 0.609
C 0.028 -2.879 1.079
C 4.068 -0.333 -0.588
C -1.978 0.170 0.131
C -4.786 0.250 -1.933
H -5.585 0.921 -2.236
H -0.220 -3.910 1.327
H 0.506 1.753 1.021
H -5.811 -0.520 0.518
H -6.237 1.171 0.233
H 5.458 0.465 -1.999
H 5.500 -1.299 -1.799
H -3.972 0.332 -2.649
H -3.382 -1.265 -0.098
H -3.890 1.625 -0.528
H 4.033 2.781 -0.548
H -5.162 -0.771 -1.950
H -0.083 -0.489 0.632
H 4.242 2.507 1.183
H 1.650 1.729 2.362
H -5.062 0.756 1.484
H 6.201 -0.245 -0.562
H 5.427 1.875 0.040
H 0.463 -2.370 1.938
H 1.956 2.768 0.963
```

Values from the calculation:
Orbital gap in eV: 9.422
Net charge: 0
Spin multiplicity: 1
Structure (SMILES): Cc1nc(SCC(=O)NC(=O)NC(C)C)nc(C)c1C
E_HOMO in eV: -8.8
Energy relative to the best compared isomer or geometry (same formula, charge and spin) in kJ/mol: 0.00
E_LUMO in eV: 0.652
F_max in eV/Å: 0.6

=====

Computed E, in the same sequence as the records: -4529.5928 -4529.5920 -616.6743 -1275.1528 hartree.